1.
{"formula": "C10H7MoN3O11", "method": "ωB97M-V with the def2-TZVPD basis set", "homo_ev": -17.12, "spin_multiplicity": 1, "gap_ha": 0.239, "e_tot_ha": -1444.56875, "total_charge": 2, "species": ["Mo", "O", "O", "O", "O", "O", "O", "O", "O", "O", "O", "O", "N", "N", "N", "C", "C", "C", "C", "C", "C", "C", "C", "C", "C", "H", "H", "H", "H", "H", "H", "H"], "positions_angstrom": [[-0.3588, 0.9013, 0.3889], [-0.0174, -0.0774, 4.2428], [-3.7839, -3.1697, 5.6375], [-0.3393, 0.9138, 2.1210], [-1.3755, 2.2349, -0.1078], [-2.5466, 3.6198, -1.6299], [1.3674, -0.0874, -0.1305], [-4.3585, -3.0837, -0.4931], [-1.4237, -0.5774, 0.4916], [-3.2646, -1.3119, -1.0490], [-5.0878, -4.0338, 4.1374], [1.3677, 2.0521, -0.0334], [-4.1807, -3.3339, 4.5100], [-3.6338, -2.1632, -0.2488], [-0.8226, 0.4959, -1.8388], [-3.4557, -2.5814, 3.4473], [2.0510, 1.0005, -0.1891], [-1.7209, -1.0718, 2.8206], [-2.4079, -1.7676, 3.8162], [-1.8755, 2.6984, -1.5876], [-1.2572, 1.7119, -2.5405], [-0.6473, -0.2054, 3.2948], [-3.8605, -2.7255, 2.1369], [-3.1794, -2.0272, 1.1569], [-2.0999, -1.2189, 1.4783], [-0.0417, 0.0629, -2.3285], [-1.9908, 1.5267, -3.3270], [-0.4080, 2.2305, -2.9926], [-1.5786, -0.1968, -1.8209], [-4.6930, -3.3718, 1.8853], [3.1276, 0.9962, -0.3654], [-2.1365, -1.6807, 4.8615]], "forces_ev_per_angstrom": [[0.112, 0.504, -0.126], [0.035, 0.092, -0.062], [0.001, 0.016, -0.021], [-0.035, 0.147, 0.008], [0.101, -0.072, 0.001], [0.006, 0.027, 0.011], [0.093, 0.020, 0.066], [0.102, 0.061, 0.024], [-0.010, -0.194, 0.095], [-0.014, -0.045, 0.010], [0.012, 0.024, -0.003], [-0.056, -0.134, -0.044], [-0.005, -0.033, 0.006], [-0.153, -0.031, -0.058], [0.000, 0.097, -0.049], [-0.012, -0.006, 0.048], [-0.126, -0.109, -0.055], [0.053, 0.106, -0.101], [-0.018, -0.024, 0.067], [-0.028, -0.047, 0.013], [-0.027, 0.066, -0.026], [-0.100, -0.337, 0.321], [-0.043, -0.040, 0.019], [0.051, -0.018, -0.185], [0.062, 0.026, 0.079], [-0.028, -0.021, -0.057], [-0.002, -0.045, 0.016], [0.021, -0.027, -0.001], [-0.009, -0.012, -0.003], [-0.002, 0.000, -0.011], [0.013, 0.005, 0.021], [0.004, 0.003, -0.004]], "lowdin_charge": [2.074, 0.330, 0.141, -0.225, -0.261, 0.334, -0.109, 0.189, -0.230, 0.069, 0.149, -0.061, -0.336, -0.304, -0.010, -0.057, -0.306, -0.041, 0.133, -0.258, -0.068, -0.211, 0.150, -0.008, -0.157, 0.138, 0.168, 0.166, 0.097, 0.160, 0.184, 0.162]}

2.
{"formula": "C39H94AsF6N10O7Tl", "method": "ωB97M-V with the def2-TZVPD basis set", "homo_ev": -11.81, "spin_multiplicity": 1, "relative_energy_kj_mol": 754.7, "gap_ha": 0.036, "e_tot_ha": -5623.35960, "total_charge": 2, "species": ["Tl", "As", "F", "F", "F", "F", "F", "F", "O", "O", "O", "O", "O", "O", "O", "N", "N", "N", "N", "N", "N", "N", "N", "N", "N", "C", "C", "C", "C", "C", "C", "C", "C", "C", "C", "C", "C", "C", "C", "C", "C", "C", "C", "C", "C", "C", "C", "C", "C", "C", "C", "C", "C", "C", "C", "C", "C", "C", "C", "C", "C", "C", "C", "C", "H", "H", "H", "H", "H", "H", "H", "H", "H", "H", "H", "H", "H", "H", "H", "H", "H", "H", "H", "H", "H", "H", "H", "H", "H", "H", "H", "H", "H", "H", "H", "H", "H", "H", "H", "H", "H", "H", "H", "H", "H", "H", "H", "H", "H", "H", "H", "H", "H", "H", "H", "H", "H", "H", "H", "H", "H", "H", "H", "H", "H", "H", "H", "H", "H", "H", "H", "H", "H", "H", "H", "H", "H", "H", "H", "H", "H", "H", "H", "H", "H", "H", "H", "H", "H", "H", "H", "H", "H", "H", "H", "H", "H", "H"], "positions_angstrom": [[7.4313, -0.7115, -4.6985], [1.4538, 0.0599, -1.8066], [1.0436, -1.6861, -2.1667], [-0.1786, 0.2652, -1.0134], [2.1057, -0.4675, -0.2426], [1.9178, 1.8028, -1.6349], [0.7786, 0.4184, -3.4147], [3.1009, -0.2412, -2.4840], [-3.7572, -7.0918, 2.3902], [5.9824, -4.6460, -1.5268], [-1.2172, 8.1955, -0.1954], [-6.4212, -1.5999, -4.4641], [7.2633, -0.0423, 0.4168], [4.2101, 3.0769, -5.7238], [3.1073, -3.0815, -6.2685], [-1.6557, 8.0259, -2.3869], [7.8780, -0.8992, 2.4282], [-6.3586, -0.0163, -3.0295], [-2.3327, -7.1911, 0.7388], [3.4263, -1.9385, 7.8628], [3.2483, 4.8400, -4.9859], [-3.0567, 5.4447, -6.5447], [1.3063, -3.4413, -7.5519], [5.0161, -4.8900, 0.4533], [-5.1385, -0.8304, 6.9483], [-1.0786, -6.9675, 0.1102], [-5.1286, 5.5521, -5.0813], [-3.0871, 3.0046, -7.1402], [-1.2752, 6.0023, -1.0456], [-5.6493, 1.3893, 7.9821], [4.7316, -5.5968, 1.7052], [-5.8353, -2.0624, 6.4317], [2.1062, -3.7746, -6.5234], [7.8426, -0.9502, 3.8823], [2.9085, 6.2689, -4.8586], [6.3917, -6.7089, -0.3560], [3.3027, -4.5210, 7.9070], [4.0171, 4.8276, -7.3413], [6.6314, 1.2364, 2.2336], [4.1485, -3.2411, 8.0421], [-4.4870, 5.7678, -6.4640], [-4.0102, -0.1093, 4.6812], [-1.3775, 7.5182, -1.1868], [0.0330, -4.0815, -7.8918], [-1.8652, -5.6875, 2.6901], [-2.4762, 7.4102, -8.0098], [7.2884, 0.0562, 1.6387], [2.7833, -1.8018, 6.5036], [-2.6637, 4.0986, -6.1860], [5.7773, -5.3050, -0.5101], [-1.8185, 9.4692, -2.6462], [-2.7328, -6.6824, 1.8718], [-2.4709, 5.8687, -7.8475], [2.3660, -1.7253, 8.8364], [2.4349, -0.3395, 6.2093], [3.8340, 4.1840, -5.9774], [-3.9101, -0.5062, 6.1481], [-5.8252, -1.0947, -3.5828], [-5.8073, 0.7044, -1.8824], [2.8259, -1.8177, 10.3232], [-5.1938, -3.2954, 7.0580], [1.8720, -5.0713, -5.7174], [-6.1028, 0.2794, 6.9818], [-4.5006, -1.6172, -3.0241], [1.8608, -0.7606, 8.7891], [6.5653, -7.0364, 0.6690], [-6.1141, 6.0056, -4.9754], [-4.5951, 6.8302, -6.6824], [1.6165, 0.0505, 6.8144], [5.6532, -5.7470, 2.2675], [-0.3006, -6.5263, 0.7332], [-5.4422, -3.2993, 8.1193], [3.1256, 6.5022, -3.8162], [4.0180, -5.0910, 2.3555], [-3.0067, -7.7967, 0.2928], [-0.9377, 5.6645, -2.0255], [-5.1608, 4.4976, -4.8072], [-5.0124, 5.1353, -7.1795], [1.5681, -2.6252, -8.0862], [-6.9024, -2.1190, 6.6470], [-3.1207, 3.8758, -5.2218], [3.5003, -2.0076, 5.7089], [-4.5886, 0.8113, 4.6040], [1.5838, -2.4640, 8.6614], [-3.4525, 7.8179, -8.2716], [2.1412, -0.1738, 5.1727], [8.7317, -0.4812, 4.3039], [-4.1414, 2.9369, -7.4086], [-2.9480, 5.3876, -8.7013], [5.7389, -7.4905, -0.7446], [2.3591, -5.9810, -6.0684], [-1.7562, 7.6991, -8.7754], [-3.4185, 0.3019, 6.6898], [-1.8546, 10.0328, -1.7139], [0.0787, -5.1674, -7.9745], [2.5747, -4.4010, 8.7093], [-1.2255, -6.3885, -0.8015], [-7.0636, -0.1048, 7.3245], [-5.7423, -2.1197, 5.3472], [-2.7586, 9.6644, -3.1621], [-2.0666, 7.8369, -7.0942], [0.8354, -5.2917, -5.4621], [-2.5023, -4.9043, 3.1011], [-2.6226, 3.2384, -8.0982], [7.0309, -0.3889, 4.3449], [-1.1634, -5.0806, 2.1181], [3.3049, 0.2899, 6.3963], [6.5661, 1.9950, 1.4536], [-6.2917, 0.8109, 6.0491], [3.9447, -5.3874, 8.0661], [-1.3779, -6.1564, 3.5449], [-3.7485, -0.8360, -3.1343], [-0.6185, 5.6202, -0.2641], [4.5882, -3.2761, 9.0388], [-4.8499, 1.1818, -2.0907], [4.7793, 5.6068, -7.3439], [-4.1848, -2.4537, -3.6476], [4.6243, -3.9652, 0.3468], [-1.5817, 4.0831, -6.0545], [-1.4278, 5.5526, -7.8572], [5.6375, 0.9442, 2.5726], [3.1526, 5.3254, -7.7805], [2.4025, -4.8575, -4.7895], [-5.6994, -0.0170, -1.0724], [7.7740, -2.0014, 4.1624], [-6.4022, 2.1706, 8.0861], [-5.6589, 0.8888, 8.9504], [-4.5396, -1.9495, -1.9868], [7.2300, 1.6916, 3.0226], [-4.1120, -3.2670, 6.9278], [-3.2556, -1.3754, 6.2128], [-6.5491, 1.4429, -1.5783], [-2.2222, 5.4770, -0.9224], [4.3917, 4.1344, -8.0946], [1.8351, 6.3475, -5.0310], [-3.0141, 0.0318, 4.2617], [3.3139, 4.2975, -4.1365], [1.9426, -1.6927, 10.9496], [2.6686, -4.6393, 7.0284], [-0.6624, -7.9393, -0.1556], [8.3210, -1.6574, 1.9292], [-7.2761, 0.2195, -3.3796], [3.4137, -0.9617, 10.6546], [-0.6107, -4.0146, -7.0147], [7.3429, -6.7291, -0.8879], [-1.8789, 7.4087, -3.1545], [-4.5420, -0.8686, 4.1078], [-0.9755, 9.7984, -3.2537], [5.0480, -3.3591, 7.4379], [-2.6922, 2.0648, -6.7542], [-4.6750, 1.8340, 7.7798], [4.2834, -6.5851, 1.6021], [-5.5094, -4.2481, 6.6327], [1.9286, -2.4576, 6.3377], [3.4672, 6.9325, -5.5186], [3.1804, -2.8023, 10.6281], [-0.4298, -3.6031, -8.7549], [-4.5925, 6.0733, -4.2881]], "forces_ev_per_angstrom": [[-0.390, -0.041, 0.229], [0.137, -1.297, -0.588], [0.311, 1.748, 0.539], [1.872, 0.135, -0.973], [-0.532, 0.812, -0.821], [-0.779, -1.861, 0.230], [0.436, 0.070, 1.237], [-1.471, 0.413, 0.352], [-0.854, 0.213, 0.264], [0.072, -0.096, 0.324], [0.173, 0.862, 0.428], [-1.435, -2.282, -3.185], [0.494, -0.514, 0.155], [1.227, -2.546, -0.375], [-1.178, -0.704, -0.337], [-0.584, 0.724, -1.254], [-0.704, 0.737, -0.080], [-0.049, 2.380, 1.569], [0.508, -0.048, -1.170], [-1.322, -1.572, -1.619], [-0.503, 2.000, 0.903], [-0.477, -0.406, -1.981], [-0.971, -0.459, -0.768], [-2.325, 0.921, 2.946], [-1.704, 0.324, -3.467], [0.887, -0.544, -1.006], [0.483, -0.006, 0.371], [0.408, -0.012, -1.369], [-0.109, -0.438, -1.411], [-0.594, -0.887, 0.415], [0.266, -0.314, 0.224], [0.929, -0.665, 0.665], [2.001, -0.277, 0.456], [0.427, 0.157, -0.136], [-0.148, -1.241, 0.318], [0.129, 0.116, 0.189], [-0.834, 0.763, 0.640], [0.298, 0.454, -0.619], [0.166, 0.815, 0.568], [0.451, 0.281, 0.059], [0.121, 0.381, 1.473], [-1.108, 0.091, -0.008], [-0.081, -1.187, 1.779], [0.084, -0.079, 1.187], [-0.285, 0.683, -0.683], [0.368, -0.620, 0.043], [0.361, -0.781, -1.159], [1.462, 1.297, -0.278], [-0.550, 0.488, 1.487], [1.877, -1.691, -2.479], [0.102, -0.448, 0.148], [-0.047, 0.624, 3.078], [0.503, 1.258, 0.978], [0.885, 0.071, 2.288], [-0.365, 0.356, 0.365], [0.013, 0.906, -1.411], [0.373, -0.494, 1.567], [2.011, -0.236, 1.975], [-0.825, -0.546, -0.200], [-1.183, -0.007, -0.153], [0.298, -0.135, 0.134], [0.114, 0.891, 0.664], [0.531, 1.083, 1.700], [-0.033, 0.126, -0.708], [0.374, 0.097, -0.743], [0.113, 0.354, 0.113], [-0.179, -0.323, -0.629], [-0.038, -0.218, -0.479], [0.000, -0.065, 0.066], [-0.006, 0.100, 0.151], [-0.536, 0.251, 0.146], [0.216, -0.104, 0.017], [-0.112, 0.424, -0.154], [0.190, 0.581, -0.371], [0.114, -0.086, 0.068], [0.402, -0.471, 0.032], [-0.246, 0.051, -0.016], [-0.213, 0.123, -0.434], [0.123, -0.024, 0.272], [0.102, 0.703, 0.219], [0.188, 0.098, 0.200], [0.327, -0.654, 0.346], [0.184, 0.119, -0.221], [-0.294, -0.324, -0.024], [0.143, 0.039, 0.161], [0.056, -0.323, -0.062], [0.284, -0.325, 0.112], [-0.170, 0.015, 0.711], [-0.396, -0.165, 0.009], [-0.131, 0.227, -0.392], [-0.101, 0.258, -0.728], [-0.194, -0.142, -0.235], [0.069, -0.008, 0.031], [0.221, -0.294, 0.003], [0.562, -0.012, -0.712], [-0.035, -0.715, 0.298], [0.346, 0.136, -0.037], [0.130, -0.036, -0.022], [0.128, 0.209, -0.230], [0.067, -0.135, -0.126], [-0.371, 0.177, 0.115], [-0.040, 0.083, -0.243], [-0.495, -0.393, 0.087], [0.312, -0.425, -0.107], [-0.355, -0.206, -0.475], [0.334, -0.484, -0.181], [0.036, -0.049, 0.030], [-0.295, -0.263, -0.001], [0.266, -0.476, -0.710], [-0.198, 0.035, -0.008], [0.004, -0.276, -0.281], [0.127, 0.014, 0.255], [0.098, 0.616, -0.113], [-0.334, 0.309, 0.162], [-0.022, -0.021, -0.056], [0.119, 0.132, 0.498], [-0.145, 0.046, 0.080], [-0.005, -0.030, -0.139], [0.049, -0.052, -0.108], [-0.019, -0.206, 0.116], [-0.019, 0.265, 0.183], [-0.341, -0.152, 0.369], [-0.192, 0.016, 0.139], [0.248, 0.225, 0.259], [0.062, 0.165, 0.305], [0.041, 0.054, -0.415], [0.468, 0.192, 0.177], [-0.159, 0.201, -0.012], [-0.236, -0.186, 0.377], [0.046, 0.026, 0.192], [-0.023, -0.059, 0.154], [0.226, 0.051, 0.019], [-0.333, 0.501, 0.185], [-0.222, -0.403, 0.398], [-0.023, 0.503, -0.022], [-0.072, 0.012, 0.133], [-0.230, 0.090, 0.123], [-0.400, -0.052, -0.167], [0.567, 0.133, -0.394], [0.035, -0.033, -0.294], [-0.140, 0.128, 0.039], [0.121, 0.056, 0.014], [0.658, -0.379, -0.377], [-0.461, 0.553, -0.073], [-0.205, -0.011, -0.072], [0.173, -0.017, 0.266], [0.147, -0.047, -0.106], [-0.121, 0.248, 0.034], [-0.255, 0.736, -0.711], [-0.211, -0.042, -0.160], [-0.115, -0.119, -0.090], [0.082, -0.077, -0.602], [-0.311, 0.205, -0.156], [-0.157, -0.189, 0.427], [0.010, -0.252, -0.016], [0.556, 0.259, -0.152], [0.175, -0.190, 0.154], [0.516, -0.045, -0.095]], "lowdin_charge": [0.966, 0.912, -0.335, -0.327, -0.301, -0.314, -0.306, -0.321, 0.052, 0.014, 0.078, 0.100, 0.016, 0.059, 0.022, 0.008, 0.011, 0.026, 0.023, -0.068, 0.024, -0.086, 0.033, 0.030, -0.055, -0.073, -0.064, -0.052, 0.009, -0.060, -0.077, -0.207, -0.500, -0.086, -0.049, 0.000, -0.063, 0.000, -0.014, -0.208, -0.197, -0.059, -0.562, -0.061, 0.005, -0.066, -0.560, -0.222, -0.232, -0.582, -0.044, -0.548, -0.204, -0.238, -0.087, -0.589, -0.209, -0.601, -0.062, -0.064, -0.072, 0.007, -0.221, 0.014, 0.114, 0.059, 0.084, 0.114, 0.061, 0.079, 0.084, 0.082, 0.087, 0.079, 0.162, 0.066, 0.068, 0.132, 0.145, 0.120, 0.110, 0.117, 0.073, 0.121, 0.073, 0.080, 0.082, 0.085, 0.128, 0.086, 0.086, 0.079, 0.111, 0.087, 0.086, 0.065, 0.093, 0.117, 0.114, 0.079, 0.078, 0.070, 0.073, 0.072, 0.074, 0.063, 0.083, 0.090, 0.120, 0.088, 0.085, 0.084, 0.090, 0.105, 0.086, 0.081, 0.085, 0.154, 0.132, 0.122, 0.094, 0.077, 0.081, 0.085, 0.081, 0.079, 0.077, 0.083, 0.083, 0.064, 0.108, 0.087, 0.080, 0.081, 0.073, 0.089, 0.147, 0.075, 0.072, 0.090, 0.137, 0.149, 0.084, 0.083, 0.082, 0.125, 0.072, 0.082, 0.116, 0.094, 0.068, 0.083, 0.084, 0.116, 0.084, 0.069, 0.090, 0.072]}

Summary of F_max in eV/A
0.53 4.17
(order as listed above)
Summary of LUMO energy in Eh
-0.3898 -0.3987
(order as listed above)